1.
Below is the molecule C5H7OPS2 at a distorted geometry, with properties calculated with wB97M-V/def2-TZVPD.

The geometry in XYZ format:
```
16
Properties=species:S:1:pos:R:3:nbo_charge:R:1
C -0.483 1.857 -1.158 -1.022
P -1.239 0.353 -0.505 1.456
S -2.720 -0.324 -1.524 -0.561
O 0.070 -0.571 -0.459 -0.841
C 0.263 -1.939 0.012 -0.077
C 0.084 -1.879 1.439 -0.296
C 0.120 -0.658 1.974 0.123
C -0.124 0.570 2.135 -0.398
S -1.856 0.947 1.556 -0.073
H -0.499 1.596 -2.321 0.275
H -1.114 2.739 -0.956 0.261
H 0.399 1.977 -0.515 0.252
H 1.187 -2.249 -0.528 0.219
H -0.478 -2.691 -0.298 0.211
H 0.079 -2.723 2.003 0.230
H 0.340 1.446 2.428 0.241
```

As for the HOMO-LUMO gap: 0.3310 Eh. As for the total energy: -38303.532 eV. As for the relative energy (zero: lowest compared OMol25 entry of this formula, charge and spin): 42.2 kcal per mole. The SMILES is C[P@@]1(=S)OCC=C=CS1. For the strongest force on any atom, the calculation gives 0.0818 hartree/bohr. As for the LUMO energy: 0.3 eV. The calculation puts the highest occupied orbital energy at -8.704 eV.

---

2.
Below is the molecule C5H7P at a distorted geometry, with properties calculated with wB97M-V/def2-TZVPD.

The geometry in XYZ format:
```
13
Properties=species:S:1:pos:R:3:nbo_charge:R:1
C 0.396 -0.564 0.484 -0.163
C 0.731 1.760 0.310 -0.473
C -0.526 -0.204 -0.398 -0.312
C 1.102 0.541 1.074 -0.511
C -1.376 -1.202 -1.191 -0.626
P -0.515 1.594 -0.753 0.591
H 0.711 -1.544 0.806 0.210
H 1.148 2.792 0.555 0.204
H 0.757 0.857 2.015 0.219
H 2.186 0.419 0.993 0.216
H -2.416 -1.157 -1.023 0.221
H -0.964 -2.207 -0.640 0.200
H -1.234 -1.083 -2.235 0.225
```

The expectation value of S² is 2.02. As for the HOMO-LUMO gap (alpha / beta): 0.2507 / 0.2731 Eh. As for the total energy: -14582.201 eV. As for the relative energy (zero: lowest compared OMol25 entry of this formula, charge and spin): 32.8 kcal per mole. For the strongest force on any atom, the calculation gives 0.1259 hartree/bohr. Its multiplicity is 3. As for the LUMO energy (alpha / beta): 1.1 / -2.1 eV. The calculation puts the highest occupied orbital energy (alpha / beta) at -5.749 / -9.580 eV.

---

3.
Below is the molecule C5H7PS at a distorted geometry, with properties calculated with wB97M-V/def2-TZVPD.

The geometry in XYZ format:
```
14
Properties=species:S:1:pos:R:3:nbo_charge:R:1
C 0.706 0.575 -0.202 -0.040
C -0.816 -0.534 1.002 -0.401
C 0.401 -0.610 0.300 -0.164
C -2.068 1.345 -0.547 -0.673
C 1.453 -1.595 0.737 -0.625
P -3.389 2.080 -1.481 0.318
S -2.351 -0.037 0.367 0.544
H -0.069 1.102 -0.656 0.177
H -0.744 -1.129 1.916 0.230
H 1.185 -1.813 1.782 0.211
H 1.315 -2.627 0.302 0.224
H 2.419 -1.215 0.690 0.232
H -2.892 1.627 -2.760 0.009
H -2.807 3.213 -1.770 -0.042
```

As for the HOMO-LUMO gap (alpha / beta): 0.2525 / 0.2525 Eh. As for the total energy: -25414.281 eV. As for the relative energy (zero: lowest compared OMol25 entry of this formula, charge and spin): 176.7 kcal per mole. For the strongest force on any atom, the calculation gives 0.0717 hartree/bohr. As for the LUMO energy (alpha / beta): -1.1 / -1.1 eV. The calculation puts the highest occupied orbital energy (alpha / beta) at -7.960 / -7.960 eV.

---

4.
Below is the ion C5H8 with charge -1 at a distorted geometry, with properties calculated with wB97M-V/def2-TZVPD.

The geometry in XYZ format:
```
13
Properties=species:S:1:pos:R:3:nbo_charge:R:1
C 0.205 -0.303 1.405 -0.635
C -0.489 0.167 0.145 -0.161
C -1.345 1.285 0.229 -0.676
C 1.213 -0.802 -1.431 -0.632
C -0.024 -0.279 -1.106 -0.244
H -0.544 -0.711 2.106 0.183
H 1.015 -1.015 1.238 0.197
H 0.593 0.551 1.985 0.179
H -2.054 1.396 1.053 0.144
H -1.377 2.057 -0.527 0.163
H 1.993 -0.905 -0.691 0.152
H 1.491 -1.101 -2.432 0.161
H -0.677 -0.340 -1.975 0.170
```

The expectation value of S² is 0.77. As for the HOMO-LUMO gap (alpha / beta): 0.1734 / 0.2510 Eh. As for the total energy: -5312.168 eV. As for the relative energy (zero: lowest compared OMol25 entry of this formula, charge and spin): 9.3 kcal per mole. For the strongest force on any atom, the calculation gives 0.0276 hartree/bohr. Its multiplicity is 2. The net charge is -1. As for the LUMO energy (alpha / beta): 4.8 / 4.7 eV. The calculation puts the highest occupied orbital energy (alpha / beta) at 0.033 / -2.178 eV.

---

5.
Below is a cluster of 2 separate species, C5H8 in total at a distorted geometry, with properties calculated with wB97M-V/def2-TZVPD.

The geometry in XYZ format:
```
13
Properties=species:S:1:pos:R:3:nbo_charge:R:1
C 1.559 0.067 -0.636 -0.583
C 1.247 0.781 0.596 -0.428
C 0.374 -0.591 0.214 -0.486
C -1.064 -0.205 0.427 -0.164
C -1.887 -0.047 -0.611 -0.478
H 1.182 0.573 -1.526 0.135
H 0.630 1.668 0.765 0.155
H 1.852 0.514 1.469 0.154
H 0.629 -1.287 1.020 0.214
H 0.122 -1.774 -0.617 -0.058
H -1.281 0.095 1.452 0.174
H -2.928 0.257 -0.651 0.172
H -1.418 -0.175 -1.578 0.193
```

The expectation value of S² is 0.76. As for the HOMO-LUMO gap (alpha / beta): 0.1816 / 0.2309 Eh. As for the total energy: -5307.988 eV. As for the relative energy (zero: lowest compared OMol25 entry of this formula, charge and spin): 105.7 kcal per mole. For the strongest force on any atom, the calculation gives 0.0234 hartree/bohr. Its multiplicity is 2. The net charge is -1. As for the LUMO energy (alpha / beta): 4.4 / 4.4 eV. The calculation puts the highest occupied orbital energy (alpha / beta) at -0.549 / -1.922 eV.

---

6.
Below is the molecule C5H8, with properties calculated with wB97M-V/def2-TZVPD.

The geometry in XYZ format:
```
13
Properties=species:S:1:pos:R:3:nbo_charge:R:1
C 1.264 -0.497 -0.049 -0.194
C 0.344 -1.114 0.691 -0.189
C -1.012 -0.456 0.569 -0.442
C -0.665 0.888 -0.107 -0.389
C 0.652 0.628 -0.856 -0.439
H 2.311 -0.782 -0.104 0.209
H 0.514 -2.006 1.289 0.208
H -1.691 -1.066 -0.045 0.205
H -1.503 -0.319 1.540 0.211
H -1.444 1.270 -0.773 0.207
H -0.481 1.637 0.671 0.200
H 0.448 0.286 -1.882 0.203
H 1.263 1.533 -0.942 0.210
```

As for the HOMO-LUMO gap: 0.3805 Eh. As for the total energy: -5314.156 eV. As for the relative energy (zero: lowest compared OMol25 entry of this formula, charge and spin): 0.3 kcal per mole. The SMILES is C1=CCCC1. For the strongest force on any atom, the calculation gives 0.0041 hartree/bohr. As for the LUMO energy: 1.3 eV. The calculation puts the highest occupied orbital energy at -9.097 eV.

---

7.
Below is the molecule C5H8 at a distorted geometry, with properties calculated with wB97M-V/def2-TZVPD.

The geometry in XYZ format:
```
13
Properties=species:S:1:pos:R:3:nbo_charge:R:1
C 2.149 -0.385 -0.639 -0.710
C 1.244 0.526 0.029 0.097
C 0.216 1.000 0.474 -0.119
C -0.887 -0.014 0.693 -0.410
C -1.903 0.016 -0.449 -0.605
H 2.541 -1.152 0.040 0.237
H 1.585 -0.885 -1.439 0.237
H 2.966 0.175 -1.079 0.252
H -0.375 -0.988 0.687 0.179
H -1.343 0.090 1.674 0.213
H -2.717 0.710 -0.231 0.210
H -2.315 -0.988 -0.594 0.207
H -1.435 0.326 -1.392 0.211
```

As for the HOMO-LUMO gap: 0.3749 Eh. As for the total energy: -5311.341 eV. As for the relative energy (zero: lowest compared OMol25 entry of this formula, charge and spin): 65.2 kcal per mole. The SMILES is CC#CCC. For the strongest force on any atom, the calculation gives 0.0216 hartree/bohr. As for the LUMO energy: 1.0 eV. The calculation puts the highest occupied orbital energy at -9.201 eV.

---

8.
Below is a cluster of 2 separate species, C5H8 in total, with properties calculated with wB97M-V/def2-TZVPD.

The geometry in XYZ format:
```
13
Properties=species:S:1:pos:R:3:nbo_charge:R:1
C 0.570 1.045 -1.328 -0.511
C 0.917 1.287 1.252 -0.415
C 0.181 0.162 1.030 -0.104
C -0.404 -0.670 0.316 0.050
C -1.195 -1.867 0.000 -0.688
H 1.320 0.399 -0.925 0.188
H 0.712 1.384 -2.359 0.163
H -0.286 1.420 -0.809 0.188
H 0.428 2.195 1.595 0.213
H 1.976 1.206 1.481 0.213
H -1.443 -2.429 0.909 0.236
H -2.133 -1.596 -0.494 0.233
H -0.644 -2.535 -0.667 0.233
```

As for the HOMO-LUMO gap (alpha / beta): 0.3063 / 0.3099 Eh. As for the total energy: -5309.027 eV. As for the relative energy (zero: lowest compared OMol25 entry of this formula, charge and spin): 118.5 kcal per mole. For the strongest force on any atom, the calculation gives 0.0178 hartree/bohr. As for the LUMO energy (alpha / beta): -0.1 / 0.4 eV. The calculation puts the highest occupied orbital energy (alpha / beta) at -8.430 / -8.040 eV.